Formula: C19H15AgAsNO
Source: the OMol25 dataset
Level of theory: wB97M-V/def2-TZVPD

- Spin multiplicity: 1
- Lowest unoccupied orbital energy: 0.0 eV
- HOMO: -8.621 eV

Each line ends with the Löwdin charge.
Atoms and positions in Å:
Ag1 -2.24 0.40 -2.35  0.54
C1 -1.00 1.76 4.08  -0.08
C2 -0.82 2.55 2.97  -0.08
C3 -0.63 1.96 1.71  -0.14
C4 -0.77 0.59 1.56  -0.39
C5 -1.05 -0.22 2.65  -0.11
C6 -1.18 0.35 3.91  -0.06
As1 -0.73 0.03 -0.34  1.28
C7 -0.20 -1.81 -0.04  -0.38
C8 0.77 -2.36 0.93  -0.11
C9 0.82 -3.69 1.19  -0.10
C10 0.04 -4.59 0.41  -0.07
C11 -0.75 -4.13 -0.62  -0.09
C12 -0.89 -2.75 -0.80  -0.15
C13 0.88 0.99 -1.01  -0.38
C14 0.89 1.19 -2.41  -0.16
C15 1.97 1.81 -2.87  -0.10
C16 3.08 2.32 -2.09  -0.05
C17 3.08 1.97 -0.75  -0.08
C18 1.87 1.48 -0.18  -0.11
H1 -1.00 2.19 5.07  0.10
H2 -0.63 3.61 3.06  0.10
H3 -0.30 2.52 0.86  0.08
H4 -0.85 -1.34 2.56  0.11
H5 -1.43 -0.22 4.83  0.11
H6 1.47 -1.61 1.47  0.14
H7 1.46 -4.11 1.93  0.09
H8 0.12 -5.66 0.62  0.11
H9 -1.31 -4.80 -1.25  0.10
H10 -1.59 -2.48 -1.63  0.09
H11 -0.03 0.94 -3.00  0.06
H12 2.07 1.92 -3.96  0.11
H13 3.87 2.96 -2.50  0.11
H14 3.87 2.22 -0.07  0.10
H15 1.77 1.29 0.93  0.12
O1 -4.21 2.36 -5.59  -0.01
C19 -3.54 1.58 -4.94  -0.61
N1 -2.91 0.78 -4.35  -0.09

=====

Formula: C19H15AsHfN3O4S4
Source: the OMol25 dataset
Level of theory: wB97M-V/def2-TZVPD

- Total charge: -2
- Spin multiplicity: 2
- Lowest unoccupied orbital energy (alpha / beta): 4.2 / 4.2 eV
- HOMO (alpha / beta): 0.118 / -1.494 eV
- <S²>: 0.777

Each line ends with the Löwdin charge.
Atoms and positions in Å:
Hf1 -0.27 -2.17 -0.53  1.12
O1 -2.06 3.14 -0.51  0.02
C1 -3.16 2.43 -0.80  -0.29
C2 -4.39 3.09 -0.81  -0.05
C3 -5.56 2.39 -1.10  -0.12
C4 -5.51 1.03 -1.38  -0.11
C5 -4.29 0.38 -1.38  -0.02
C6 -3.11 1.06 -1.10  -0.08
C7 -1.84 0.31 -1.09  -0.45
O2 -1.83 -0.95 -1.38  -0.26
N1 -0.74 0.94 -0.76  0.02
N2 0.32 0.06 -0.73  -0.14
C8 1.51 0.65 -0.68  -0.12
C9 2.75 -0.03 -0.73  -0.21
C10 3.98 0.67 -0.57  -0.10
C11 5.19 0.01 -0.59  -0.16
C12 5.24 -1.37 -0.77  -0.14
C13 4.05 -2.08 -0.96  -0.04
C14 2.81 -1.44 -0.94  -0.37
O3 1.70 -2.13 -1.12  -0.29
H1 -1.29 2.50 -0.56  0.05
H2 -4.41 4.15 -0.58  0.10
H3 -6.50 2.92 -1.10  0.09
H4 -6.42 0.49 -1.59  0.09
H5 -4.22 -0.69 -1.57  0.12
H6 1.52 1.74 -0.61  0.11
H7 3.94 1.74 -0.44  0.09
H8 6.11 0.58 -0.46  0.08
H9 6.19 -1.89 -0.79  0.07
H10 4.05 -3.15 -1.11  0.11
S1 -1.04 -3.96 -2.26  -0.10
As1 -1.49 -4.88 -0.29  -0.53
S2 -2.57 -3.22 0.62  -0.10
S3 0.45 -4.52 0.65  -0.12
S4 -2.33 -6.80 -0.29  -0.22
O4 -0.07 -1.45 1.53  -0.30
N3 0.51 -0.34 1.93  -0.18
C15 1.85 -0.32 2.07  -0.01
C16 2.48 0.79 2.59  -0.05
C17 1.73 1.92 2.88  -0.08
C18 0.36 1.90 2.63  -0.05
C19 -0.23 0.75 2.17  -0.02
H11 2.35 -1.24 1.78  0.15
H12 3.55 0.77 2.72  0.11
H13 2.21 2.81 3.27  0.10
H14 -0.26 2.77 2.80  0.11
H15 -1.28 0.63 1.95  0.14

=====

Formula: C19H15BrCl2NNiO2S
Source: the OMol25 dataset
Level of theory: wB97M-V/def2-TZVPD

- Total charge: -1
- Spin multiplicity: 1
- Lowest unoccupied orbital energy (alpha / beta): 2.6 / 2.6 eV
- HOMO (alpha / beta): -4.252 / -4.273 eV

Each line ends with the Löwdin charge.
Atoms and positions in Å:
Ni1 -0.45 -0.10 -0.57  0.06
Br1 -2.30 -1.01 1.46  0.83
C1 -1.52 0.24 2.66  -0.58
C2 -2.06 0.31 3.91  -0.15
C3 -1.53 1.22 4.84  -0.10
C4 -0.49 2.02 4.49  -0.05
C5 0.07 1.96 3.19  -0.18
C6 1.13 2.83 2.83  -0.06
C7 1.64 2.79 1.57  -0.08
C8 1.14 1.88 0.62  -0.17
C9 0.13 0.98 0.90  -0.25
C10 -0.43 1.05 2.22  -0.19
H1 -2.89 -0.33 4.18  0.09
H2 -1.96 1.28 5.84  0.10
H3 -0.07 2.73 5.19  0.10
H4 1.52 3.51 3.58  0.10
H5 2.45 3.45 1.29  0.10
H6 1.59 1.88 -0.36  0.07
Cl1 -0.68 -2.90 -1.14  0.70
C11 0.98 -3.33 -1.43  -0.63
C12 1.22 -4.63 -1.85  -0.14
C13 2.52 -5.04 -2.07  -0.11
C14 3.55 -4.14 -1.87  -0.15
C15 3.27 -2.85 -1.46  -0.68
Cl2 4.64 -1.79 -1.23  0.62
C16 1.98 -2.37 -1.22  -0.67
S1 1.72 -0.74 -0.68  0.76
H7 0.38 -5.30 -1.99  0.09
H8 2.73 -6.05 -2.40  0.09
H9 4.58 -4.42 -2.03  0.09
N1 -1.96 1.39 -0.74  -0.02
C17 -2.68 1.61 -2.01  -0.24
C18 -1.73 1.83 -3.16  -0.12
C19 -1.04 0.52 -3.59  -0.68
O1 -0.98 0.27 -4.80  -0.01
O2 -0.60 -0.20 -2.64  -0.14
H10 -2.62 1.29 0.02  0.05
H11 -1.38 2.20 -0.52  0.09
H12 -3.36 2.47 -1.90  0.11
H13 -3.29 0.73 -2.20  0.12
H14 -0.97 2.56 -2.87  0.11
H15 -2.26 2.23 -4.02  0.11

=====

Formula: C19H15Cl2I2N2Pd
Source: the OMol25 dataset
Level of theory: wB97M-V/def2-TZVPD

- Total charge: +1
- Spin multiplicity: 1
- Lowest unoccupied orbital energy (alpha / beta): -5.6 / -5.6 eV
- HOMO (alpha / beta): -10.885 / -10.885 eV

Each line ends with the Löwdin charge.
Atoms and positions in Å:
Pd1 -0.03 -0.11 0.69  0.50
I1 -1.08 -1.44 2.80  0.97
C1 -1.59 -3.13 1.59  -1.09
I2 -1.90 -2.61 -0.44  0.89
H1 -2.51 -3.54 2.00  -0.03
H2 -0.76 -3.82 1.65  -0.03
N1 0.45 0.74 -1.14  0.02
C2 -0.51 0.34 -2.15  -0.28
C3 -0.07 -0.34 -3.27  -0.03
C4 -0.98 -0.77 -4.22  -0.07
C5 -2.33 -0.50 -4.04  -0.07
C6 -2.76 0.19 -2.91  -0.04
C7 -1.86 0.62 -1.94  -0.20
C8 -2.29 1.32 -0.71  -0.21
C9 -3.33 2.24 -0.77  -0.03
C10 -3.75 2.93 0.36  -0.07
C11 -3.10 2.71 1.56  -0.08
C12 -2.05 1.80 1.63  -0.16
C13 -1.65 1.08 0.51  -0.26
H3 1.38 0.46 -1.43  0.10
H4 0.46 1.75 -1.02  0.12
H5 0.99 -0.54 -3.40  0.12
H6 -0.65 -1.31 -5.09  0.11
H7 -3.06 -0.84 -4.77  0.11
H8 -3.81 0.37 -2.76  0.12
H9 -3.81 2.44 -1.72  0.12
H10 -4.56 3.64 0.29  0.11
H11 -3.41 3.25 2.45  0.11
H12 -1.56 1.65 2.59  0.06
Cl1 2.23 1.68 2.11  0.78
C14 3.32 0.38 2.04  -0.57
C15 4.57 0.56 2.55  -0.09
C16 5.47 -0.51 2.51  0.02
C17 5.18 -1.76 1.97  -0.08
C18 3.92 -1.96 1.45  -0.58
Cl2 3.54 -3.46 0.79  0.82
C19 2.89 -0.91 1.44  -0.46
N2 1.75 -1.16 0.94  0.00
H13 4.87 1.50 2.99  0.12
H14 6.47 -0.36 2.92  0.13
H15 5.92 -2.55 1.97  0.12